Here is C4H4N2O in the gas phase from the Open Molecules 2025 dataset. Energies are from wB97M-V/def2-TZVPD.

Results
E_LUMO   0.4232 eV
Multiplicity   1
Energy relative to the best compared isomer or geometry (same formula, charge and spin)   41.3 kcal per mole
SMILES   N#CCOCC#N
Molar mass   96.1 g/mol

```
11
C4H4N2O, DFT wB97M-V/def2-TZVPD
O 0.76029 0.79501 -0.03128
N 0.19209 -0.97596 2.91470
N -1.58112 -1.02478 -1.98734
C 0.71336 -0.09571 -1.12473
C 0.02813 -0.24758 2.03300
C -0.61923 -0.56506 -1.53346
C -0.26899 0.67569 0.91667
H 1.31373 -0.99512 -0.94744
H -1.18600 0.31498 0.43095
H -0.46726 1.67484 1.31450
H 1.11501 0.44369 -1.98557
```


Here is 2 unconnected molecules or ions with the total composition C14H11F2N2O4S from the Open Molecules 2025 dataset. Energies are from wB97M-V/def2-TZVPD.

Results
Net charge   -1
E_LUMO   1.5729 eV
Multiplicity   1
Energy relative to the best compared isomer or geometry (same formula, charge and spin)   12.5 kcal per mole
Molar mass   341.3 g/mol

```
34
C14H11F2N2O4S, DFT wB97M-V/def2-TZVPD
S 3.47019 -3.08865 1.46028
F 1.53721 -2.05478 3.21157
F 3.66157 -1.57676 3.80043
O -0.96987 0.92794 4.39358
O 0.20847 -1.00379 -2.24311
O 0.95679 -0.07031 0.20691
O 2.32064 -0.59812 -2.69605
N 0.39292 0.32653 2.50734
N 4.26400 -0.62274 -0.04635
C 0.01115 -0.80235 -3.66112
C -2.53521 2.63947 -0.16898
C -1.59507 1.38755 2.14873
C 2.89357 -2.41846 3.03763
C -1.46369 -0.78421 -3.88118
C 0.14539 0.27574 1.20048
C 1.49601 -1.00389 -1.86864
C -0.75227 0.86460 3.20666
C -2.98537 3.04696 1.10446
C -1.56334 1.62267 -0.25732
C -2.47975 2.43649 2.27215
C 3.15816 -1.04355 -0.06881
C -1.10647 1.01982 0.91630
C 1.74648 -1.28670 -0.32404
H 0.55979 -1.55555 -4.20433
H -2.84317 3.20594 -1.06135
H -3.67104 3.88446 1.18346
H 1.26687 -2.21563 0.00646
H 2.80629 -3.36059 3.57321
H -1.97104 0.06188 -3.39238
H -1.07932 1.29031 -1.18339
H -2.73857 2.79449 3.25782
H 0.43659 0.13270 -3.97289
H -1.72390 -0.68330 -4.93652
H -1.85400 -1.74814 -3.52102
```


Here is C6H4N2O2 in the gas phase from the Open Molecules 2025 dataset. Energies are from wB97M-V/def2-TZVPD.

Results
E_LUMO   -0.0925 eV
Multiplicity   1
Energy relative to the best compared isomer or geometry (same formula, charge and spin)   119.1 kcal per mole
Molar mass   136.1 g/mol

```
14
C6H4N2O2, DFT wB97M-V/def2-TZVPD
O 0.51183 3.12517 2.32282
O 1.90403 -1.64982 -2.00934
N 0.32463 -1.96414 0.11734
N 0.46794 -2.80392 0.86604
C -1.12137 -0.32775 -0.20073
C 0.09104 1.32756 0.81659
C 0.30333 2.44138 1.46620
C -1.15769 0.68919 0.69473
C 0.29462 -0.86573 -0.51461
C 0.97073 -0.82407 -1.86762
H -2.12707 1.13160 1.14855
H 0.62709 -0.19265 -2.80710
H 0.85539 0.92529 0.25760
H -1.94450 -1.01212 -0.29046
```


Here is a molecular structure, C16H11F6N10O5RuS3 from the Open Molecules 2025 dataset. Energies are from wB97M-V/def2-TZVPD.

Results
E_LUMO (spin up / spin down)   -2.7631 / -2.9051 eV
Multiplicity   2
Energy relative to the best compared isomer or geometry (same formula, charge and spin)   0.0 kcal per mole
Molar mass   734.6 g/mol

```
52
C16H11F6N10O5RuS3, DFT wB97M-V/def2-TZVPD
Ru 0.38732 1.51070 0.41385
S 3.39491 2.52304 -0.54854
S -0.22117 -1.29661 -1.45694
S 1.29430 4.10503 -0.05262
F 3.98603 1.45120 -2.86068
F 2.86522 3.28962 -3.02921
F -0.13930 6.24575 -0.03387
F 1.87777 1.45137 -2.45796
F 1.30103 6.12406 -1.64994
F 1.96505 6.57689 0.36612
O 0.81742 3.81484 1.29319
O 4.81060 2.47984 -0.48915
O 0.63484 -0.33405 -0.63618
O 0.48336 3.43171 -1.07109
O 2.65194 1.51641 0.24111
N 2.83583 3.97649 -0.27071
N -1.69954 1.37278 0.22191
N -3.58081 0.73741 -0.60788
N -0.12478 1.20156 2.38906
N -2.30102 0.93872 -0.87982
N 0.38430 1.94087 4.36141
N -2.42935 1.74181 2.45169
N 0.87537 1.36681 3.26790
N -3.82534 1.04674 0.66869
N -0.92700 2.17120 4.21957
C 0.41605 -3.83814 -2.28290
C -1.38890 -1.73062 0.99717
C -2.64886 1.42375 1.15184
C -1.21632 1.72703 3.00142
C 1.09299 5.89849 -0.36202
C -3.51094 -2.83234 1.27623
C -2.39399 -2.21038 1.82365
C 0.72912 -2.81730 -1.39879
C 1.74705 -2.93533 -0.46844
C -1.52699 -1.88119 -0.37233
C 2.99566 2.16229 -2.34789
C 1.13307 -5.02405 -2.21412
C 2.45762 -4.12610 -0.40880
C -3.63355 -2.96936 -0.10055
C 2.15280 -5.16611 -1.28027
C -2.63733 -2.48538 -0.93668
H -0.51660 -1.24813 1.40392
H -4.51048 -3.44468 -0.52538
H 3.25263 -4.24335 0.31712
H 1.98340 -2.10443 0.18271
H -2.30558 -2.10453 2.89966
H -0.37625 -3.70849 -3.01687
H 0.89819 -5.83599 -2.89376
H -3.21735 1.98499 3.03832
H -2.72391 -2.57474 -2.01722
H -4.29021 -3.21246 1.92687
H 2.72168 -6.08767 -1.24278
```


Here is a molecular structure, C2H12B2BeCl4 from the Open Molecules 2025 dataset. Energies are from wB97M-V/def2-TZVPD.

Results
Net charge   +1
E_LUMO (spin up / spin down)   -6.5744 / -10.3775 eV
Multiplicity   2
Molar mass   208.6 g/mol

```
21
C2H12B2BeCl4, DFT wB97M-V/def2-TZVPD
Cl 1.89710 1.12496 -0.58524
Cl -2.86177 0.89363 3.13684
Cl 2.33938 -1.76064 -1.14147
Cl -1.31418 1.61687 0.74611
C -2.24248 2.29489 2.14013
C 2.92565 -0.07554 -1.43890
B -0.82241 -0.27318 -2.66907
B 0.27664 -1.55381 1.98451
Be -0.31263 -0.86044 -0.33680
H -3.05658 2.96677 1.86823
H 0.10996 -0.80501 -2.55910
H 2.69809 0.12344 -2.48615
H -0.77900 -1.68742 1.80558
H 0.85061 -2.23392 1.37438
H 0.58736 -1.77191 2.99453
H 0.44761 -0.52046 1.72528
H -1.46598 2.81574 2.70036
H -1.58787 -0.93158 -2.28851
H -0.96079 0.02685 -3.69623
H -0.71152 0.63413 -2.09571
H 3.98288 -0.02344 -1.17879
```


Here is C5H9NO in the gas phase from the Open Molecules 2025 dataset. Energies are from wB97M-V/def2-TZVPD.

Results
E_LUMO   0.8744 eV
Multiplicity   1
Energy relative to the best compared isomer or geometry (same formula, charge and spin)   48.4 kcal per mole
SMILES   CC=C=N[C@H](C)O
Molar mass   99.1 g/mol

```
16
C5H9NO, DFT wB97M-V/def2-TZVPD
O 2.95866 -0.21705 0.04237
N 0.81240 -1.01782 0.32401
C 1.33571 1.40104 -0.33840
C 1.67785 0.15873 0.46241
C -1.52080 -0.73013 -0.61087
C -0.32314 -0.87786 -0.11018
C -2.75406 -0.62033 0.23450
H 1.64348 0.40437 1.53497
H 2.10275 2.13590 -0.08115
H 3.12340 -1.09847 0.39967
H -2.49417 -0.63555 1.29706
H 1.39955 1.21347 -1.41539
H 0.34755 1.79955 -0.09548
H -3.29963 0.30398 0.01870
H -1.59835 -0.74766 -1.69339
H -3.41120 -1.47218 0.03114
```


Here is C8H14NOP in the gas phase from the Open Molecules 2025 dataset. Energies are from wB97M-V/def2-TZVPD.

Results
E_LUMO   0.6063 eV
Multiplicity   1
Energy relative to the best compared isomer or geometry (same formula, charge and spin)   70.4 kcal per mole
SMILES   CN=P(C)(C)OC1=CC=CC1
Molar mass   171.2 g/mol

```
25
C8H14NOP, DFT wB97M-V/def2-TZVPD
P 0.17099 1.03629 -0.87492
O -0.42668 0.89671 1.01386
N -0.55290 0.26371 -2.06295
C -1.30324 -2.02333 2.88871
C 2.01628 1.16611 -0.76662
C -0.33775 2.76149 -0.94477
C -0.39042 -0.33265 1.58474
C -0.36494 -2.52396 2.07608
C 0.28869 -1.47472 1.32996
C -1.45832 -0.59679 2.66012
C -0.28368 -1.08978 -2.35013
H -0.39299 3.18392 -1.92217
H 2.34773 1.21654 -1.75973
H -1.09869 -1.56716 -2.96390
H 0.50530 -1.33742 -2.99184
H 2.33841 2.06510 -0.26793
H -1.17479 0.05672 3.39917
H 2.57686 0.33270 -0.19595
H -1.53167 2.80564 -0.71378
H -0.07231 -3.54895 2.05841
H 0.26323 3.39895 -0.38053
H -2.38340 -0.52620 2.24671
H -0.11624 -1.85231 -1.44620
H -1.78090 -2.66994 3.51279
H 1.01541 -1.38191 0.57497
```


Here is a molecular structure, C8H6CoN2O4 from the Open Molecules 2025 dataset. Energies are from wB97M-V/def2-TZVPD.

Results
Net charge   +3
E_LUMO (spin up / spin down)   -12.4036 / -16.0752 eV
Multiplicity   5
Energy relative to the best compared isomer or geometry (same formula, charge and spin)   0.0 kcal per mole
Molar mass   253.1 g/mol

```
21
C8H6CoN2O4, DFT wB97M-V/def2-TZVPD
Co -0.40401 -0.42509 -2.16202
O -0.58633 -0.48764 -5.06086
O -2.66512 -2.25974 -1.84567
O -1.08810 2.54332 -2.00401
O 2.31134 -1.53447 -2.03304
N -0.10291 -0.26052 0.05479
N 0.40210 0.53582 2.03956
C -0.51911 -0.46482 -3.91046
C 0.73074 1.49236 3.09191
C 0.16198 0.84740 0.72951
C -1.77113 -1.53779 -1.96710
C 1.24531 -1.10639 -2.15793
C 0.27968 -0.83699 2.17662
C -0.81909 1.42882 -2.05777
C -0.03804 -1.32751 0.92819
H -0.02764 1.47250 3.88523
H 1.70707 1.25948 3.53613
H -0.21723 -2.34758 0.62259
H 0.42744 -1.35931 3.10611
H 0.20890 1.87510 0.37808
H 0.76413 2.49307 2.65013
```